This record from OMol25 describes a molecular structure, C12H20EuN2O2 at a distorted geometry. The level of theory is ωB97M-V with the def2-TZVPD basis set.

Last column: Mulliken spin population.
Atoms and positions in Å:
C: -0.6537 3.2601 -1.2100  0.031
C: -1.2511 1.7475 -3.8042  0.002
C: 0.6260 3.2899 -1.6514  0.002
H: -0.8338 3.1640 -0.1256  -0.001
C: 0.0233 1.3171 -3.9047  0.033
H: -2.0592 1.0420 -4.0449  0.000
H: 1.4292 3.2325 -0.9048  -0.003
H: 0.1979 0.2773 -4.2162  -0.003
C: 1.1383 3.4767 -3.0533  -0.003
H: 2.1527 3.9060 -2.9750  0.000
H: 0.5606 4.2087 -3.6327  0.000
C: -1.9045 3.4531 -2.0267  -0.001
H: -2.2683 4.4914 -1.9211  0.000
H: -2.7037 2.8118 -1.6090  0.001
C: -1.7537 3.1386 -3.5353  -0.009
H: -1.1690 3.9299 -4.0238  0.000
H: -2.7616 3.2103 -3.9804  0.000
C: 1.2704 2.1578 -3.8554  -0.002
H: 1.6146 2.4139 -4.8755  -0.001
H: 2.0835 1.5525 -3.4149  0.000
Eu: -0.3490 0.6568 -0.9756  7.016
H: 0.8776 1.3077 0.5456  -0.044
C: 0.3157 -3.5764 2.0249  0.000
C: -0.0971 -2.3502 1.2936  0.002
N: 0.7376 -1.5219 0.6515  0.008
O: 2.0741 -1.9012 0.8705  0.002
C: -1.4795 -1.9347 1.1682  0.009
C: -2.6323 -2.7209 1.6995  -0.003
N: -1.5345 -0.8049 0.4357  -0.025
O: -2.5544 -0.0950 0.1006  -0.013
H: 1.4034 -3.6462 2.0189  0.000
H: -0.0872 -4.4913 1.5696  0.000
H: -0.0250 -3.5931 3.0678  0.000
H: 2.5962 -1.1360 0.5737  0.000
H: -3.2158 -2.1537 2.4402  0.001
H: -3.3130 -3.0437 0.8944  0.001
H: -2.2444 -3.6219 2.1940  0.000

Values from the calculation:
LUMO energy (alpha / beta) = 0.1446 / 0.1475 eV
strongest force on any atom = 3.3 eV/A
expectation value of S² = 15.76
energy = -39166.1534 eV
relative energy (zero: lowest compared OMol25 entry of this formula, charge and spin) = 0.0 kcal/mol
frontier orbital gap (alpha / beta) = 6.822 / 7.047 eV
highest occupied orbital energy (alpha / beta) = -6.68 / -6.90 eV
M = 376.268 g mol⁻¹
multiplicity = 8

---

This record from OMol25 describes a molecular structure, C12H20N2O2S5SbTl at a distorted geometry. The level of theory is ωB97M-V with the def2-TZVPD basis set.

Last column: natural (NBO) charge in e.
Atoms and positions in Å:
Tl: -0.3754 0.9222 -0.0818  0.551
S: -0.2112 3.1452 -2.2235  -1.087
Sb: -1.9494 3.8253 -0.7451  0.824
S: -1.0618 3.2017 1.6438  -0.494
S: -3.2465 1.8626 -0.7959  -1.043
S: 0.5486 4.3167 2.2182  -0.756
C: -3.8459 -3.0088 0.0453  -0.707
C: -2.5579 -2.3017 -0.3518  0.678
O: -2.2367 -1.2592 0.1595  -0.549
N: -1.8539 -2.9258 -1.3503  -0.622
C: -0.5265 -2.4900 -1.7648  -0.262
C: 0.5595 -3.0542 -0.8695  0.206
C: 1.3939 -4.0776 -1.3073  -0.266
C: 2.3618 -4.5803 -0.4518  -0.185
C: 2.4521 -4.0367 0.8179  -0.278
C: 1.5671 -3.0289 1.1723  0.054
N: 0.6386 -2.5451 0.3563  -0.374
H: -4.5738 -2.2364 0.2816  0.253
H: -3.6658 -3.6058 0.9410  0.219
H: -4.2309 -3.6504 -0.7494  0.193
H: -2.1002 -3.8717 -1.5813  0.375
H: -0.5189 -1.3995 -1.7223  0.266
H: -0.3598 -2.8042 -2.7950  0.190
H: 1.2769 -4.4851 -2.3051  0.203
H: 3.0192 -5.3816 -0.7646  0.202
H: 3.1875 -4.4000 1.5244  0.207
H: 1.5955 -2.5775 2.1588  0.205
C: 5.2422 -0.6557 -1.3409  -0.624
C: 4.7787 0.1358 -0.1250  -0.611
S: 2.9711 0.4816 -0.2079  1.251
O: 2.5998 0.7987 1.1976  -0.967
C: 3.0987 2.0476 -1.1259  -0.627
C: 3.4127 3.2254 -0.2257  -0.644
H: 6.2896 -0.9539 -1.2422  0.196
H: 5.1452 -0.0694 -2.2575  0.206
H: 4.6383 -1.5590 -1.4572  0.209
H: 5.3114 1.0801 -0.0111  0.214
H: 4.8786 -0.4452 0.7926  0.219
H: 2.1137 2.1926 -1.5823  0.295
H: 3.8316 1.8859 -1.9253  0.191
H: 2.7631 3.2176 0.6542  0.293
H: 3.1990 4.1501 -0.7619  0.229
H: 4.4552 3.2316 0.1107  0.169

Values from the calculation:
LUMO energy = 3.8547 eV
strongest force on any atom = 1.0 eV/A
net charge = -2
energy = -85253.0185 eV
relative energy (zero: lowest compared OMol25 entry of this formula, charge and spin) = 41.1 kcal/mol
frontier orbital gap = 3.236 eV
highest occupied orbital energy = 0.62 eV
M = 710.782 g mol⁻¹

---

This record from OMol25 describes a molecular structure, C12H20N2O6Pt at a distorted geometry. The level of theory is ωB97M-V with the def2-TZVPD basis set.

Last column: natural (NBO) charge in e.
Atoms and positions in Å:
Pt: -0.1548 -0.8711 -0.0565  1.155
O: -0.1600 -3.3666 -0.8331  -0.720
C: 0.9897 -3.4194 -1.6452  -0.087
C: 1.0285 -2.2796 -2.6696  -0.260
N: 1.2108 -0.9733 -2.0373  -0.399
C: 0.6723 0.0991 -2.8693  -0.342
C: -0.8936 0.0867 -2.7603  0.766
O: -1.5563 0.0796 -3.7727  -0.616
O: -1.3289 0.1142 -1.5605  -0.792
C: 2.5763 -0.7601 -1.5846  -0.356
C: 2.7964 -1.3551 -0.1384  0.775
O: 3.8250 -1.9513 0.0891  -0.622
O: 1.8639 -1.0836 0.6818  -0.800
H: -0.9390 -3.5099 -1.3852  0.479
H: 1.8397 -3.3452 -0.9671  0.212
H: 1.0451 -4.3827 -2.1635  0.183
H: 1.8313 -2.4770 -3.3923  0.208
H: 0.0824 -2.2543 -3.2171  0.221
H: 1.0135 1.0648 -2.4871  0.222
H: 0.9570 -0.0002 -3.9235  0.212
H: 3.3142 -1.2063 -2.2628  0.214
H: 2.7721 0.3120 -1.4865  0.226
O: -1.4647 -0.6512 1.8380  -0.632
C: -1.1543 0.2244 2.6384  0.750
C: 0.2416 0.7425 2.8005  -0.524
C: 0.2951 1.8335 1.7007  -0.387
C: -0.8509 2.8616 1.6897  -0.411
C: -2.2282 2.3286 1.2487  -0.440
C: -3.0219 1.6693 2.3937  -0.219
N: -2.1086 0.9609 3.2864  -0.617
H: 0.9900 -0.0224 2.5908  0.270
H: 0.4139 1.1724 3.7873  0.218
H: 0.2962 1.3088 0.7311  0.206
H: 1.2447 2.3615 1.7949  0.226
H: -0.5586 3.6397 0.9797  0.225
H: -0.9422 3.3366 2.6713  0.188
H: -2.0904 1.6143 0.4330  0.234
H: -2.8188 3.1555 0.8559  0.222
H: -3.7566 0.9668 2.0003  0.220
H: -3.5408 2.4211 2.9879  0.205
H: -1.7312 1.5554 4.0133  0.385

Values from the calculation:
LUMO energy (alpha / beta) = -1.2610 / -1.3184 eV
strongest force on any atom = 3.4 eV/A
energy = -31278.8197 eV
frontier orbital gap (alpha / beta) = 7.729 / 7.660 eV
highest occupied orbital energy (alpha / beta) = -8.99 / -8.98 eV
M = 483.378 g mol⁻¹

---

This record from OMol25 describes a gas-phase ion, C12H20N3O6 (charge -1) at a distorted geometry. The level of theory is ωB97M-V with the def2-TZVPD basis set.

Last column: natural (NBO) charge in e.
Atoms and positions in Å:
C: 0.6860 3.8199 3.0776  -0.411
N: 0.1937 2.7104 2.1744  -0.609
C: -0.9855 2.5049 1.7845  0.672
O: -2.0132 2.8799 2.3611  -0.674
C: -1.2222 1.6228 0.5125  -0.148
N: -0.5190 0.3358 0.4926  -0.672
C: -0.8480 -0.7850 -0.2747  0.692
O: -1.7072 -0.7331 -1.1450  -0.654
C: 0.0913 -1.8984 0.0433  -0.152
C: 1.4905 -1.8809 -0.6311  -0.368
C: 2.7378 -1.0736 -0.0612  -0.514
C: 2.4400 0.1956 0.7310  0.769
O: 1.8775 0.0455 1.8306  -0.842
O: 2.7321 1.3026 0.3590  -0.731
N: 0.2576 -2.1746 1.5325  -0.632
C: -0.4074 -3.2373 2.1575  0.675
C: -0.2267 -3.3391 3.6157  -0.703
O: -1.0196 -4.0758 1.5139  -0.652
C: -0.9461 2.4223 -0.8285  0.099
C: 0.3227 2.3013 -1.5397  -0.640
O: -2.0592 2.1259 -1.7334  -0.762
H: 0.4591 4.7630 2.6560  0.199
H: 1.8014 3.7845 3.1513  0.214
H: 0.2331 3.6198 4.1514  0.206
H: 0.9283 2.1231 1.8092  0.443
H: -2.2838 1.4261 0.6852  0.236
H: 0.2792 0.2374 1.1596  0.440
H: -0.4044 -2.6978 -0.3483  0.245
H: 1.3964 -1.5686 -1.6005  0.202
H: 1.8487 -2.9285 -0.7498  0.204
H: 3.1978 -0.6996 -0.9819  0.214
H: 3.4051 -1.7566 0.5029  0.214
H: 0.7049 -1.5055 2.0857  0.432
H: -0.2647 -4.3531 3.8866  0.228
H: -1.0815 -2.7915 4.0701  0.236
H: 0.7953 -2.8930 3.8787  0.223
H: -1.1031 3.4579 -0.5820  0.168
H: 0.5774 1.3109 -1.9704  0.214
H: 0.3264 3.0888 -2.3407  0.208
H: 1.0998 2.4997 -0.8255  0.244
H: -2.3419 1.2156 -1.5913  0.490

Values from the calculation:
LUMO energy = 3.1670 eV
strongest force on any atom = 6.4 eV/A
net charge = -1
energy = -29526.4258 eV
relative energy (zero: lowest compared OMol25 entry of this formula, charge and spin) = 0.0 kcal/mol
frontier orbital gap = 8.931 eV
structure (SMILES) = CNC(=O)[C@H](NC(=O)[C@@H](CCC(=O)[O-])NC(C)=O)[C@@H](C)O
highest occupied orbital energy = -5.76 eV
M = 302.307 g mol⁻¹

---

Question: Which of these has the highest energy?
Answer: C12H20N3O6

---

Please write out number 3 again, unchanged.
This record from OMol25 describes a molecular structure, C12H20N2O6Pt at a distorted geometry. The level of theory is ωB97M-V with the def2-TZVPD basis set.

Last column: natural (NBO) charge in e.
Atoms and positions in Å:
Pt: -0.1548 -0.8711 -0.0565  1.155
O: -0.1600 -3.3666 -0.8331  -0.720
C: 0.9897 -3.4194 -1.6452  -0.087
C: 1.0285 -2.2796 -2.6696  -0.260
N: 1.2108 -0.9733 -2.0373  -0.399
C: 0.6723 0.0991 -2.8693  -0.342
C: -0.8936 0.0867 -2.7603  0.766
O: -1.5563 0.0796 -3.7727  -0.616
O: -1.3289 0.1142 -1.5605  -0.792
C: 2.5763 -0.7601 -1.5846  -0.356
C: 2.7964 -1.3551 -0.1384  0.775
O: 3.8250 -1.9513 0.0891  -0.622
O: 1.8639 -1.0836 0.6818  -0.800
H: -0.9390 -3.5099 -1.3852  0.479
H: 1.8397 -3.3452 -0.9671  0.212
H: 1.0451 -4.3827 -2.1635  0.183
H: 1.8313 -2.4770 -3.3923  0.208
H: 0.0824 -2.2543 -3.2171  0.221
H: 1.0135 1.0648 -2.4871  0.222
H: 0.9570 -0.0002 -3.9235  0.212
H: 3.3142 -1.2063 -2.2628  0.214
H: 2.7721 0.3120 -1.4865  0.226
O: -1.4647 -0.6512 1.8380  -0.632
C: -1.1543 0.2244 2.6384  0.750
C: 0.2416 0.7425 2.8005  -0.524
C: 0.2951 1.8335 1.7007  -0.387
C: -0.8509 2.8616 1.6897  -0.411
C: -2.2282 2.3286 1.2487  -0.440
C: -3.0219 1.6693 2.3937  -0.219
N: -2.1086 0.9609 3.2864  -0.617
H: 0.9900 -0.0224 2.5908  0.270
H: 0.4139 1.1724 3.7873  0.218
H: 0.2962 1.3088 0.7311  0.206
H: 1.2447 2.3615 1.7949  0.226
H: -0.5586 3.6397 0.9797  0.225
H: -0.9422 3.3366 2.6713  0.188
H: -2.0904 1.6143 0.4330  0.234
H: -2.8188 3.1555 0.8559  0.222
H: -3.7566 0.9668 2.0003  0.220
H: -3.5408 2.4211 2.9879  0.205
H: -1.7312 1.5554 4.0133  0.385

Values from the calculation:
LUMO energy (alpha / beta) = -1.2610 / -1.3184 eV
strongest force on any atom = 3.4 eV/A
energy = -31278.8197 eV
frontier orbital gap (alpha / beta) = 7.729 / 7.660 eV
highest occupied orbital energy (alpha / beta) = -8.99 / -8.98 eV
M = 483.378 g mol⁻¹